Record 1
Density functional theory data (the ωB97M-V functional and the def2-TZVPD basis) for 3 unconnected molecules or ions with the total composition C25H46N4O6 in a non-equilibrium geometry.

Atoms and positions in Å:
C 2.71980 4.57282 -5.02618
C 1.69959 5.66934 -5.28796
C 0.64423 5.32244 -6.33283
N -0.04979 4.05197 -6.15643
C -1.07103 4.04698 -5.21519
O -1.49552 2.63518 -5.11843
C -0.79712 1.97958 -4.27205
N 0.01414 1.33514 -3.73890
C -2.32934 4.79551 -5.59744
O -2.80253 5.30545 -4.35463
C -1.73354 5.41034 -3.54149
O -1.61951 6.16091 -2.62116
O -0.77339 4.53120 -3.93550
H 3.49812 4.57790 -5.77014
H 2.29512 3.58521 -4.92862
H 3.20957 4.78636 -4.09095
H 2.23906 6.52041 -5.67866
H 1.26983 6.00765 -4.36290
H -0.05291 6.14414 -6.40468
H 1.14888 5.26363 -7.28414
H 0.59078 3.28731 -6.01314
H -3.05639 4.06664 -5.90831
H -2.25125 5.50022 -6.41002
C 1.39614 -1.07294 -1.81534
C 0.25549 -2.00464 -1.34416
C 0.18809 -2.01857 0.18275
C 1.32494 -2.80302 0.83178
C 1.42015 -4.21123 0.24496
C 1.51362 -4.22207 -1.28030
N 0.44161 -3.38301 -1.88613
O -0.67411 -4.02276 -1.86861
C 2.90541 -3.73629 -1.72467
C 1.40085 -5.65447 -1.78832
C -1.02607 -1.38926 -1.89386
H 1.03248 -0.06167 -1.96074
H 2.21677 -1.00335 -1.10039
H 1.80145 -1.39383 -2.77489
H -0.76141 -2.45726 0.50267
H 0.19094 -0.99263 0.55448
H 2.27698 -2.27650 0.71257
H 1.14636 -2.86784 1.90600
H 2.28815 -4.72865 0.65979
H 0.54010 -4.78190 0.55769
H 2.95132 -3.63312 -2.80940
H 3.66101 -4.46535 -1.43164
H 3.20525 -2.79228 -1.27732
H 0.49238 -6.14418 -1.44349
H 2.24598 -6.23717 -1.42358
H 1.41313 -5.68518 -2.87878
H -1.01987 -1.37311 -2.98433
H -1.11875 -0.36265 -1.54435
H -1.91594 -1.92244 -1.56195
C -2.83328 0.55718 5.34212
C -2.31582 -0.77021 4.73734
C -2.20156 -1.83436 5.82878
C -1.02694 -1.60641 6.77858
C 0.27663 -1.43963 5.99925
C 0.19566 -0.36526 4.91598
N -1.00566 -0.56284 4.05489
O -0.79316 -1.51464 3.21809
C 0.17977 1.03271 5.56083
C 1.45818 -0.40631 4.06309
C -3.36393 -1.20440 3.71942
H -3.92060 0.59823 5.30510
H -2.55789 0.68977 6.38765
H -2.46860 1.41579 4.77926
H -2.08866 -2.81859 5.36360
H -3.13476 -1.86462 6.39483
H -1.20566 -0.73396 7.41298
H -0.93737 -2.45799 7.45548
H 1.09002 -1.19459 6.68489
H 0.53665 -2.39858 5.53996
H 0.01227 1.80414 4.80857
H 1.14328 1.23384 6.02815
H -0.56586 1.14881 6.34338
H 1.63584 -1.39020 3.63363
H 2.32124 -0.15822 4.67934
H 1.40396 0.31762 3.24852
H -3.45595 -0.47178 2.91621
H -4.33064 -1.29241 4.21287
H -3.13638 -2.17210 3.27657

Output
Electronic energy in eV: -44912.225
Spin multiplicity: 3
HOMO-LUMO gap (alpha / beta) in eV: 8.38 / 9.17

Here are the Löwdin charges for atoms 1 to 8, given in e: C -0.09; C -0.23; C -0.18; N 0.08; C -0.47; O 0.10; C -0.31; N 0.22

***

Record 2
Density functional theory data (the ωB97M-V functional and the def2-TZVPD basis) for a single C4H9NO2S molecule in a non-equilibrium geometry.

Atoms and positions in Å:
C -0.83624 1.26588 -1.35921
C -0.10714 0.21747 -0.88463
C -1.13842 0.70659 2.72062
C 0.39784 -1.44045 -1.38543
N 1.71168 -1.42744 -1.87340
O 1.86807 -0.25214 0.90396
O -0.73063 -0.00217 1.63280
S 0.66181 0.55159 0.76308
H -0.78740 2.19595 -0.78513
H -1.29339 1.25119 -2.24591
H -1.06659 1.80656 2.49275
H -0.52803 0.62209 3.67497
H -2.23930 0.34014 2.90309
H -0.26135 -1.91619 -2.04611
H 0.29303 -1.87460 -0.40762
H 1.68055 -1.13636 -2.84680
H 2.37552 -0.90812 -1.25702

Output
Electronic energy in eV: -20710.661
Spin multiplicity: 1
Energy above the lowest of the compared OMol25 structures with the same formula, charge and spin in kJ/mol: 421.9
HOMO-LUMO gap in eV: 9.62

Here are the Löwdin charges for atoms 1 to 8, given in e: C 0.00; C -0.28; C -0.23; C -0.21; N -0.01; O -0.46; O -0.43; S 0.95

***

Record 3
Density functional theory data (the ωB97M-V functional and the def2-TZVPD basis) for 2 unconnected molecules or ions with the total composition CH4NO2 in a non-equilibrium geometry.

Atoms and positions in Å:
C 0.69268 -0.51174 0.52105
N -1.25521 0.17106 -0.03451
O -0.81521 0.58192 -1.33459
O 1.41799 -0.12848 -0.42654
H 0.32283 -1.55373 0.57643
H 0.70218 -0.02692 1.51355
H -1.24225 1.05862 0.50127
H 0.17699 0.40929 -1.31666

Output
Total charge: -1
Electronic energy in eV: -6684.462
Spin multiplicity: 1
Energy above the lowest of the compared OMol25 structures with the same formula, charge and spin in kJ/mol: 388.9
HOMO-LUMO gap in eV: 7.47

Table of Löwdin atomic charges, one value per atom, all in e: C -0.36; N -0.18; O -0.32; O -0.23; H 0.05; H 0.05; H -0.02; H 0.00

***

Record 4
Density functional theory data (the ωB97M-V functional and the def2-TZVPD basis) for a single C4H8N4 molecule in a non-equilibrium geometry.

Atoms and positions in Å:
C -0.16724 -0.71879 -1.42705
C -1.81723 -0.09006 0.49255
N 0.89982 0.22245 -1.82009
C -0.42654 -0.28814 -0.01958
N 0.52200 0.46376 1.97845
N 0.66511 0.02627 0.67922
C 2.02171 0.29583 -0.50651
N 3.17853 0.36235 -0.37494
H 0.47275 1.13741 -1.99610
H 0.99888 -0.19764 2.59281
H 1.04066 1.33693 2.07733
H 0.22691 -1.74037 -1.44985
H -1.07345 -0.63913 -2.03698
H -1.87755 0.67627 1.26413
H -2.47076 0.19429 -0.33569
H -2.19360 -1.04142 0.88229

Output
Electronic energy in eV: -10233.774
Spin multiplicity: 1
Energy above the lowest of the compared OMol25 structures with the same formula, charge and spin in kJ/mol: 431.1
HOMO-LUMO gap in eV: 8.49

Here are the Löwdin charges for atoms 1 to 8, given in e: C -0.20; C -0.02; N 0.00; C -0.24; N 0.05; N -0.06; C -0.36; N 0.05

***

Record 5
Density functional theory data (the ωB97M-V functional and the def2-TZVPD basis) for 7 unconnected molecules or ions with the total composition C14H42O14 in a non-equilibrium geometry.

Atoms and positions in Å:
O 0.60022 -2.11158 -1.43886
C -0.00473 -0.83716 -1.50286
C 0.27615 -0.05202 -0.21391
O -0.71471 0.93355 0.02989
H 0.41230 -2.57679 -0.61950
H 0.31587 -0.35065 -2.42317
H -1.08936 -0.88751 -1.64760
H 1.27143 0.39075 -0.16144
H 0.21237 -0.76796 0.61431
H -0.33223 1.77003 0.35127
O 4.33443 -6.10094 0.94342
C 3.84513 -4.85291 0.41268
C 2.59690 -5.00628 -0.36638
O 2.87197 -5.51009 -1.68204
H 4.69445 -5.91713 1.81168
H 3.62434 -4.19375 1.25968
H 4.65773 -4.46825 -0.21016
H 2.07837 -4.05283 -0.47045
H 1.92938 -5.75234 0.07763
H 2.77334 -6.46405 -1.68062
O -1.86062 -5.66185 -2.79028
C -0.54487 -5.12308 -2.72544
C -0.24879 -4.12636 -3.80288
O -0.35400 -4.73793 -5.09409
H -2.12664 -5.73671 -3.71453
H -0.41654 -4.71504 -1.72303
H 0.08613 -6.01690 -2.85049
H 0.72167 -3.63326 -3.72050
H -1.03035 -3.35949 -3.78054
H 0.45214 -5.25498 -5.20789
O -2.43442 3.64611 0.44178
C -3.08604 4.49857 1.37179
C -2.86708 5.97321 0.87634
O -3.53677 6.22725 -0.35828
H -2.56011 4.14147 -0.37244
H -4.16069 4.28973 1.33820
H -2.70708 4.43500 2.39111
H -1.81470 6.26251 0.89340
H -3.38763 6.63690 1.56876
H -3.03423 5.83188 -1.08034
O 0.60011 2.91498 1.38054
C 0.57461 4.08215 2.18411
C 1.28783 5.17375 1.37878
O 1.01012 6.43479 2.00968
H 1.46729 2.47906 1.39234
H -0.43209 4.40158 2.43000
H 1.15673 3.85503 3.08116
H 0.85556 5.14903 0.37072
H 2.32455 4.88244 1.17899
H 1.63803 7.02745 1.57522
O 2.61960 1.15739 2.13013
C 3.81691 0.73746 1.46002
C 4.18901 -0.66545 1.87235
O 3.14997 -1.62083 1.66043
H 2.24413 0.37847 2.55061
H 3.61236 0.70431 0.38448
H 4.63380 1.44145 1.60910
H 4.65112 -0.73555 2.86037
H 4.94288 -1.05159 1.17762
H 2.69670 -1.88778 2.46577
O -6.25335 0.25162 0.54498
C -5.37865 1.34239 0.33616
C -4.20266 0.90396 -0.54019
O -3.30510 0.04581 0.08954
H -5.77141 -0.48247 0.93855
H -5.93538 2.09050 -0.22647
H -4.97091 1.76853 1.25834
H -3.67475 1.78871 -0.91711
H -4.63027 0.39867 -1.41615
H -2.35946 0.26503 0.03569

Output
Electronic energy in eV: -43859.538
Spin multiplicity: 1
Energy above the lowest of the compared OMol25 structures with the same formula, charge and spin in kJ/mol: 150.3
HOMO-LUMO gap in eV: 9.10

Here are the Löwdin charges for atoms 1 to 8, given in e: O -0.08; C -0.22; C -0.21; O -0.09; H 0.07; H 0.12; H 0.12; H 0.11